(1)
C30H44BN7O2Y as an isolated structure in a non-equilibrium geometry, computed with the ωB97M-V functional and the def2-TZVPD basis.

Structure (ORCA input):
```
! wB97M-V def2-TZVPD RIJCOSX def2/J DEFGRID3
* xyz 1 1
Y -0.1606 0.1839 -0.0879
O -1.7041 -1.0620 -0.4950
O -2.4131 -2.1805 -2.3114
N 2.6198 -0.6407 -0.8422
N 0.9756 2.2359 0.0214
N 1.4719 -1.3871 -0.6672
N 2.3539 0.2641 1.5110
N -1.9451 1.2473 -1.7056
N 1.0301 0.0159 1.7460
N 2.2136 1.8721 -0.4494
C 2.8431 2.9625 -0.9417
C -0.4588 -0.5420 3.6683
C 0.8810 3.5570 -0.0985
C -2.1933 -1.1619 -1.7063
C 2.0126 4.0519 -0.7567
C -0.3624 -1.9045 4.3687
C 1.7601 -5.0153 -0.6019
C -0.1918 4.3606 0.5931
C -3.3253 2.6532 -3.0665
C 2.1224 -0.1266 3.6748
C 4.1897 2.9136 -1.5763
C 0.8472 -3.8385 -0.9976
C 1.7223 -2.6100 -1.1578
C -3.8592 1.5517 -3.7146
C -0.7979 0.5473 4.6944
C 4.4972 0.4011 2.7917
C -2.5186 0.1887 -2.3029
C -0.1845 -3.6536 0.1165
C 4.8969 -0.8771 -1.8698
C -0.8675 5.3283 -0.3977
C 0.5123 5.1894 1.6834
C 0.8778 -0.2239 3.0480
C 0.1577 -4.1776 -2.3248
C 3.0282 0.1813 2.6727
C -3.4408 0.2905 -3.3263
C -1.5717 -0.6166 2.6150
C 3.0065 -2.6236 -1.7173
C 3.5448 -1.3775 -1.4916
C -1.1851 3.4406 1.3168
C -2.3661 2.4573 -2.0893
B 2.9049 0.5696 0.0836
H -0.5634 -3.4123 -2.6080
H 2.2339 5.0735 -1.0160
H 4.4591 3.9022 -1.9394
H 4.7952 0.3014 3.8324
H 1.2336 5.8791 1.2455
H 0.4041 -1.8918 5.1434
H -0.6855 2.9433 2.1528
H -3.6426 3.6560 -3.3152
H -0.3780 -5.1235 -2.2284
H -1.6096 2.6720 0.6746
H -0.0299 0.6111 5.4652
H 4.9522 2.5778 -0.8734
H 2.4279 -5.3036 -1.4125
H -1.3967 -1.4361 1.9134
H -2.5244 -0.8119 3.1054
H -4.5959 1.6742 -4.4970
H 5.4615 -1.6806 -2.3362
H -1.9052 3.3041 -1.6090
H 1.1406 -5.8797 -0.3614
H 5.4535 -0.5200 -1.0041
H 5.0557 -0.3263 2.2021
H 4.0766 0.7533 0.1505
H -0.8801 1.5250 4.2147
H -3.8247 -0.6161 -3.7717
H -1.7484 0.3213 5.1801
H 1.0434 4.5397 2.3813
H 4.7745 1.3962 2.4435
H 4.8216 -0.0551 -2.5819
H 4.1892 2.2252 -2.4214
H -1.3157 -2.1521 4.8381
H -2.0118 4.0242 1.7222
H -1.8400 5.6527 -0.0249
H 0.3045 -3.3517 1.0475
H -0.1145 -2.6918 3.6549
H 0.8938 -4.2830 -3.1238
H 2.3471 -0.2609 4.7190
H 3.4960 -3.4482 -2.2034
H -0.9976 4.8879 -1.3865
H -1.6920 0.3384 2.0797
H -0.6970 -4.5999 0.2922
H -0.9390 -2.9176 -0.1524
H 2.3637 -4.7707 0.2739
H -0.2534 6.2194 -0.5305
H -0.2235 5.7728 2.2399
*
```

Computed properties:
- Gap between HOMO and LUMO: 8.99 eV
- Highest occupied orbital energy: -11.622 eV
- LUMO level: -2.63 eV

---

(2)
C30H44BN9O4PSr as an isolated structure in a non-equilibrium geometry, computed with the ωB97M-V functional and the def2-TZVPD basis.

Structure (ORCA input):
```
! wB97M-V def2-TZVPD RIJCOSX def2/J DEFGRID3
* xyz -1 1
Sr 15.0632 11.1367 11.6040
P 12.3031 13.7533 10.5853
O 19.5605 10.6723 10.2391
O 18.9938 11.4571 12.3970
O 13.3912 12.6917 10.8673
O 17.4601 10.2143 11.0302
N 14.0081 8.8540 11.9840
N 15.3355 11.1233 16.2149
N 15.3199 10.4457 13.9483
N 14.3957 8.9422 15.5763
N 14.7289 9.5113 17.8370
N 12.2136 14.3563 9.0507
N 12.9097 15.0458 11.4787
N 16.2857 12.4962 14.4843
N 10.7706 13.1492 10.8306
C 12.3365 7.2923 11.3249
C 9.5059 13.9485 10.8409
C 14.1846 15.0661 12.2352
C 24.4821 11.4934 14.5099
C 10.4866 12.0171 11.7788
C 23.2586 13.4372 14.7739
C 12.1261 14.2881 6.7085
C 9.0480 12.1292 12.2996
C 20.3685 11.5693 12.1609
C 13.9710 8.4328 13.2752
C 14.3513 16.4540 12.9000
C 14.7841 9.8874 16.4847
C 13.0455 17.2211 12.5823
C 13.3256 8.2023 11.0409
C 20.6294 11.3869 10.7977
C 8.6435 13.5635 11.9708
C 22.7085 12.0093 12.5828
C 13.2288 7.2937 13.5966
C 12.3203 15.7389 7.1933
C 23.7534 12.5396 13.6296
C 15.6664 11.2669 14.9079
C 21.3699 11.8870 13.0419
C 21.9777 11.5369 10.3107
C 12.4047 6.6970 12.6225
C 23.0015 11.5504 11.3360
C 24.7957 13.3213 12.7888
C 12.0970 16.1618 11.9805
C 11.8595 13.4149 7.9161
C 14.6054 9.3209 14.3267
C 12.5966 15.5701 8.6106
B 18.6297 10.6442 11.3377
H 22.4932 12.9672 15.3744
H 12.4948 12.5007 7.9811
H 17.1897 12.4270 13.9505
H 8.9171 11.9101 13.3369
H 10.8483 13.0682 7.9044
H 13.2799 6.9193 14.6153
H 14.8680 10.1780 18.5948
H 11.2471 14.1970 6.0885
H 11.3491 16.2297 6.9159
H 14.1801 8.6236 17.9654
H 25.0138 10.7223 13.9422
H 15.0045 14.8472 11.4844
H 12.4884 17.6092 13.4992
H 17.6058 9.1829 10.4852
H 24.3388 13.9779 12.0539
H 21.2323 12.0035 14.1035
H 13.5963 8.3732 10.0328
H 11.4992 15.7157 12.7836
H 14.4207 16.3493 14.0161
H 24.0528 11.2839 11.0054
H 11.4802 16.5873 11.2016
H 24.1133 13.8002 15.4137
H 22.3771 11.4304 9.2648
H 15.3047 16.8919 12.6289
H 25.6458 12.7515 12.3855
H 9.0106 13.6663 9.8928
H 12.9799 13.9882 6.0684
H 22.6407 14.2523 14.3672
H 14.1581 14.1523 12.8978
H 11.5373 7.0665 10.6158
H 13.1179 16.2116 9.3628
H 8.4026 11.4377 11.7420
H 7.6042 13.7641 11.7940
H 11.7546 5.8284 12.8170
H 9.7948 15.0041 10.8203
H 25.1556 12.0184 15.2145
H 13.1613 18.0273 11.8742
H 11.2428 12.0008 12.6237
H 23.6758 10.8959 15.0651
H 16.4365 13.2036 15.2119
H 25.2775 13.9894 13.5246
H 13.1272 16.2493 6.6115
H 8.9310 14.2147 12.8250
H 10.6371 11.0597 11.2169
*
```

Computed properties:
- Gap between HOMO and LUMO (spin up / spin down): 2.49 / 2.50 eV
- Highest occupied orbital energy (spin up / spin down): -0.748 / -0.757 eV
- LUMO level (spin up / spin down): 1.74 / 1.74 eV

---

(3)
C30H44Br2N2P2Re as an isolated structure in a non-equilibrium geometry, computed with the ωB97M-V functional and the def2-TZVPD basis.

Structure (ORCA input):
```
! wB97M-V def2-TZVPD RIJCOSX def2/J DEFGRID3
* xyz 4 4
Re -0.1507 0.0509 1.2816
Br -2.2646 -1.4842 6.5383
Br 2.1990 -0.1740 2.1743
P 5.9302 -0.9787 0.3365
P -0.3340 -1.9244 0.4860
N -6.8441 5.3541 -5.1935
N -0.6871 0.4342 3.2417
C -6.3040 4.1801 -5.5301
C -1.6761 1.1914 5.6643
C -1.3339 -4.3356 1.5229
C -3.3962 2.3693 -2.8018
C 5.3631 0.7547 0.6008
C 5.1903 -1.4243 -1.3019
C -1.7895 1.7619 0.4895
C -1.2752 1.3011 -2.2515
C -2.7773 2.0116 -0.4661
C -5.7669 5.2509 -3.0645
C -0.6196 1.7347 3.5859
C 0.2203 -2.3952 -2.2492
C -0.1350 -3.4017 1.6052
C -2.0183 -2.1697 -0.2673
C -0.4355 1.4948 0.0100
C -1.1705 2.1526 4.7962
C 5.9812 -2.5711 -1.9618
C -2.5031 1.8261 -1.8296
C 4.9944 -2.0314 1.4975
C 6.4728 1.7366 0.1816
C 0.7974 -2.5465 -0.8462
C 5.7339 -2.1487 2.8236
C -5.1661 4.0098 -3.3934
C -6.5792 5.8928 -3.9997
C -0.2002 1.1799 -1.3638
C -4.2962 3.3161 -2.4671
C -1.6252 -0.1660 5.3267
C -3.1708 -1.8138 0.6635
C -1.0936 -0.5487 4.0878
C -5.4472 3.4816 -4.6641
H 0.1056 -3.0541 2.6197
H 1.0102 -2.6312 -2.9709
H -2.1128 1.4782 6.6144
H -2.8553 -1.3294 1.5977
H -0.6032 -3.1064 -2.4106
H -0.1384 -1.3734 -2.4408
H 1.7415 -2.0107 -0.7021
H 0.9839 -3.6039 -0.6276
H -2.0478 -1.5649 -1.1809
H -2.0626 -3.2186 -0.5786
H -5.0405 2.5243 -4.9836
H 4.8963 -3.0226 1.0302
H -5.6225 5.7284 -2.1012
H -2.0895 1.8879 1.5374
H -3.7558 -2.6984 0.9340
H -6.5772 3.7562 -6.4984
H -7.0380 6.8645 -3.8038
H -0.1516 2.4126 2.8673
H 5.8562 -1.1883 3.3362
H 0.7744 -3.9119 1.2585
H 5.2121 -2.8295 3.5013
H 3.9681 -1.6444 1.6376
H -3.8546 -1.1150 0.1659
H 0.7749 0.7892 -1.6477
H 5.7716 -3.5270 -1.4620
H -4.3793 3.6648 -1.4360
H -1.2167 3.2196 4.9874
H 6.7202 -2.5702 2.6207
H 5.1461 0.8550 1.6750
H -3.2087 2.1145 -3.8454
H -1.4966 -4.6662 0.4909
H 7.4363 1.4066 0.5937
H 6.2557 2.7335 0.5815
H 6.5538 1.8167 -0.9105
H -2.2515 -3.8641 1.8847
H 7.0608 -2.3668 -1.9090
H 5.2197 -0.5162 -1.9316
H 4.4187 0.9257 0.0603
H -3.7609 2.3556 -0.1539
H -1.1360 1.0678 -3.3185
H 4.1275 -1.6892 -1.1580
H -1.1447 -5.2359 2.1182
H -1.0057 -1.5701 3.7136
H 5.6941 -2.6640 -3.0175
*
```

Computed properties:
- Gap between HOMO and LUMO (spin up / spin down): 6.55 / 5.41 eV
- Highest occupied orbital energy (spin up / spin down): -18.747 / -18.718 eV
- LUMO level (spin up / spin down): -12.20 / -13.30 eV

---

(4)
C30H44ClN7O10S2Se2V as an isolated structure in a non-equilibrium geometry, computed with the ωB97M-V functional and the def2-TZVPD basis.

Structure (ORCA input):
```
! wB97M-V def2-TZVPD RIJCOSX def2/J DEFGRID3
* xyz 0 2
Se -0.4429 4.3872 -3.0337
Se -0.4256 0.7663 -2.9048
V -0.4326 1.4976 1.5357
Cl 0.9233 -1.8360 -5.1092
S -0.6021 0.2210 3.9935
S 0.9387 -0.1954 2.6998
O 0.7108 2.5992 2.7509
O -0.0267 -3.2782 1.8100
O 2.2919 0.3184 -0.1919
O -1.2250 -1.0001 4.4318
O -1.5539 0.9551 2.9503
O 6.3955 1.7737 0.6083
O 4.8795 0.2095 0.1715
O -2.7394 2.4533 -0.4535
O -0.2397 1.1660 5.0110
O 0.6015 1.7803 -0.0217
N -1.9274 2.7474 0.6214
N -1.7450 -2.1989 0.1411
N 2.3798 3.8495 0.5364
N -0.3029 3.2033 2.2408
N -1.4136 -0.0942 0.5100
N 4.5728 3.7699 0.6878
N -2.9993 -1.6709 0.3030
C 3.5187 6.0430 0.8611
C -0.9581 5.4308 3.0398
C 1.6028 -2.7496 -1.2578
C 0.8829 1.8971 -3.8049
C 2.8092 2.5489 0.3897
C -2.7506 -0.4137 0.5292
C -0.8177 -4.3024 1.2328
C -1.0923 4.1913 2.2366
C -1.0931 -5.2721 3.5618
C 1.0955 -2.7027 -3.5920
C 5.2462 1.4485 0.4274
C -3.2506 4.8033 0.8511
C 0.0988 -5.4045 0.6529
C 0.9715 -4.7605 -2.3785
C -0.5917 5.8717 -4.2630
C 1.4760 -2.0332 -2.4441
C -0.8314 -1.2596 0.2759
C -1.0485 -0.1197 -4.5075
C 0.3312 3.1948 -4.3608
C 3.4673 4.5598 0.7156
C 1.4309 -4.8618 0.1081
C -2.8924 -3.8521 2.6634
C 1.3347 -4.1123 -1.2006
C -2.1410 3.8783 1.1828
C 4.1796 2.4874 0.4791
C 0.8527 -4.0683 -3.5731
C -1.8316 -4.8826 2.2656
C 1.8828 1.4431 0.0680
C -2.5398 -6.1206 1.7057
C -1.4905 -3.6326 -0.0052
H -0.0804 5.3540 3.6777
H -1.7416 -5.9124 4.1628
H -0.1638 -5.8183 3.3901
H -0.8531 6.3052 2.3943
H 1.6686 -0.9727 -2.4640
H -3.3224 -6.4286 2.4020
H -2.4414 -2.9409 3.0656
H 2.1120 -5.7076 -0.0130
H -3.5436 -3.5829 1.8322
H 1.1319 3.7573 -4.8410
H 0.3971 6.2066 -4.5651
H -0.4471 2.9837 -5.0934
H 1.9134 -2.2269 -0.3587
H 1.2723 1.2986 -4.6268
H -1.7670 -0.8742 -4.1892
H 0.7767 -5.8281 -2.3649
H -3.5288 0.3071 0.7082
H 0.5757 -4.5797 -4.4860
H 0.3412 -6.1297 1.4285
H 0.0472 -3.3711 2.7655
H -3.6097 4.6094 -0.1548
H -0.8712 -4.3938 4.1763
H -0.8220 -3.7308 -0.8538
H -2.9309 5.8416 0.9418
H -1.1784 5.5883 -5.1343
H -4.0733 4.6402 1.5517
H 4.1654 6.4903 0.1051
H 3.8965 0.1613 0.0336
H 2.5104 6.4268 0.7292
H -1.8373 5.5747 3.6710
H -3.0202 -5.9235 0.7427
H -0.4491 -5.9368 -0.1327
H -2.1264 2.0275 -1.0876
H 0.2243 -1.4132 0.1616
H -1.8597 -6.9656 1.5769
H -1.0983 6.6761 -3.7350
H 3.8873 6.3418 1.8443
H 5.5408 4.0196 0.8247
H -0.2025 -0.6305 -5.0443
H -2.4400 -4.1004 -0.2458
H 1.8571 -4.1958 0.8565
H 1.6841 2.0684 -3.0848
H -3.5190 -4.2816 3.4505
H -1.5436 0.5933 -5.1654
*
```

Computed properties:
- Gap between HOMO and LUMO (spin up / spin down): 7.08 / 7.09 eV
- Highest occupied orbital energy (spin up / spin down): -8.048 / -8.048 eV
- LUMO level (spin up / spin down): -0.97 / -0.96 eV

---

(5)
C30H44CrN8O6S as an isolated structure in a non-equilibrium geometry, computed with the ωB97M-V functional and the def2-TZVPD basis.

Structure (ORCA input):
```
! wB97M-V def2-TZVPD RIJCOSX def2/J DEFGRID3
* xyz 2 5
Cr 0.1811 -0.7525 -0.1630
S 2.3889 4.6459 2.7179
O -0.5506 5.3931 -1.3079
O 1.1877 -0.6340 1.6970
O 2.6515 3.2173 2.7585
O -0.8141 6.3696 0.6034
O 2.1763 5.2705 1.4374
O -0.3094 -3.0114 0.8640
N 2.0735 -1.0910 -0.9097
N -0.3905 1.8952 0.7993
N -3.1643 0.4555 1.6208
N -1.5392 -1.1141 1.0189
N 3.0643 0.6099 1.4927
N -3.0644 -1.6971 2.5553
N -0.6205 5.3941 -0.0966
N -0.4753 3.8370 1.8833
C 0.9312 4.8976 3.7362
C -2.6396 -0.9097 -1.8979
C 2.6561 -0.5715 3.5648
C -2.1863 -2.8575 2.4615
C -0.2937 1.7951 3.3074
C 3.0994 -0.2383 -0.7646
C -0.5350 0.7375 -2.8801
C -4.8144 -1.8035 -2.7292
C 2.8454 0.9747 0.0946
C -2.8357 0.4358 -2.1850
C -1.8125 1.2412 -2.6758
C -0.3744 2.4873 1.9917
C -0.4924 2.9142 -0.1130
C 2.2527 -0.1959 2.1732
C -3.8342 -1.7786 -1.5451
C -0.5162 4.1011 0.5310
C 3.7008 5.5066 3.5981
C -1.3486 -1.4198 -2.0630
C 4.3580 -0.5237 -1.2667
C 3.5311 -2.6379 -2.0041
C -0.3151 -0.6080 -2.5545
C 4.6213 6.2408 2.6288
C 4.5787 -1.7325 -1.9041
C 2.3022 -2.2792 -1.4984
C -3.4834 -3.2133 -1.1593
C 0.5724 1.5894 -3.4396
C -1.2281 -2.3971 1.3816
C -4.1796 -1.5788 3.4833
C -2.6114 -0.7457 1.7369
C -0.4077 4.7960 2.9977
H -2.6998 -3.2732 -0.4048
H -4.0043 0.7082 2.1104
H -3.8297 0.8603 -2.0772
H -4.3692 -3.7168 -0.7702
H 3.2198 6.1904 4.2983
H -5.1818 -0.8081 -2.9807
H 0.6908 1.9436 3.7598
H 1.4570 -2.9565 -1.5587
H 1.0115 5.8912 4.1760
H 5.5540 -1.9698 -2.3103
H 1.8264 1.3386 -0.0236
H 0.1811 2.3502 -4.1140
H -2.7461 1.1014 0.9693
H 1.0229 4.1526 4.5267
H 3.5069 0.0026 3.9261
H 1.3005 0.9868 -3.9834
H 2.9138 -1.6318 3.5660
H -5.6751 -2.4310 -2.4923
H -0.4478 0.7311 3.1508
H -4.3493 -1.3015 -0.7035
H -4.4871 -2.5762 3.7847
H -2.0293 2.2717 -2.9395
H 4.2161 4.7290 4.1599
H 1.8098 -0.4401 4.2379
H -2.7221 -3.7594 2.1634
H 0.5804 -1.0736 -2.9376
H -1.1575 4.5003 3.7293
H -0.5057 2.7536 -1.1744
H 5.1554 0.1990 -1.1483
H 3.5220 1.7879 -0.1511
H 5.4040 6.7422 3.1959
H -1.6568 -3.0566 3.3954
H 5.0923 5.5513 1.9291
H -1.1949 -2.4918 -1.9900
H -3.9051 -1.0156 4.3769
H 3.8584 1.0080 1.9649
H -5.0343 -1.1044 3.0008
H 4.0736 6.9841 2.0544
H -4.3245 -2.2164 -3.6142
H 1.1059 2.1147 -2.6394
H -1.0491 2.1713 4.0002
H -0.6888 5.7580 2.5981
H -3.1499 -3.7803 -2.0319
H 3.6628 -3.6038 -2.4718
*
```

Computed properties:
- Gap between HOMO and LUMO (spin up / spin down): 9.01 / 9.01 eV
- Highest occupied orbital energy (spin up / spin down): -13.770 / -14.088 eV
- LUMO level (spin up / spin down): -4.76 / -5.08 eV

---

Calculated DFT total energy in order - -48071.7732 -64226.0082 -195552.9654 -253302.7165 -95275.0205 eV